one:
ORCA calculation (the ωB97M-V functional and the def2-TZVPD basis) on a 12-piece molecular cluster, C24H72O24 overall.

Cartesian coordinates (Å):
C1 8.16676 -1.54893 4.99980
C2 9.71310 -1.24927 4.95199
O1 10.09894 0.04208 4.53765
O2 7.59395 -1.00450 3.79010
H1 7.83821 -0.85811 5.77629
H2 7.98461 -2.55270 5.38367
H3 10.20996 -1.79349 4.14884
H4 10.28119 -1.55097 5.83196
H5 9.95568 0.26785 3.61564
H6 6.76063 -0.54924 3.93128
C3 -7.87134 -3.86126 -6.73369
C4 -7.67959 -4.65030 -5.43065
O3 -6.62165 -5.57264 -5.36278
O4 -9.13001 -3.24708 -7.12802
H7 -7.65322 -4.51892 -7.57512
H8 -7.07686 -3.11538 -6.75730
H9 -8.59296 -5.22584 -5.28026
H10 -7.64975 -3.88003 -4.66001
H11 -5.98674 -5.25227 -4.71791
H12 -9.47020 -3.60589 -7.95089
C5 -2.03511 7.84833 -1.73450
C6 -1.67100 6.42817 -1.53146
O5 -2.68284 5.44944 -1.80141
O6 -3.40655 8.02215 -1.38809
H13 -1.82504 8.17439 -2.75315
H14 -1.49167 8.60975 -1.17502
H15 -1.45620 6.27310 -0.47415
H16 -0.87428 6.23550 -2.24993
H17 -3.43428 5.95691 -1.48612
H18 -3.60485 8.94304 -1.57316
C7 -4.35548 1.80329 7.81078
C8 -4.73347 1.50285 6.39059
O7 -5.22246 2.70517 5.80143
O8 -3.03509 2.28583 7.66440
H19 -4.40504 0.90479 8.42590
H20 -5.07231 2.53730 8.17885
H21 -5.59237 0.83951 6.49246
H22 -3.92753 1.04458 5.81740
H23 -5.33016 2.55535 4.85933
H24 -3.01116 3.24412 7.61234
C9 -10.07265 -0.39826 0.71524
C10 -9.24317 0.51902 -0.27110
O9 -9.86562 1.71938 -0.50514
O10 -11.26020 -0.89066 0.13391
H25 -10.22984 0.08773 1.67815
H26 -9.46491 -1.27166 0.95178
H27 -9.15234 -0.04649 -1.19849
H28 -8.25468 0.55078 0.18713
H29 -10.66907 1.41582 -0.93399
H30 -11.85678 -1.33086 0.74378
C11 0.04669 -3.72482 7.55977
C12 0.02877 -3.27583 9.01194
O11 0.73460 -1.98122 9.12844
O12 1.32600 -4.17077 7.27618
H31 -0.28827 -2.93404 6.88853
H32 -0.70560 -4.49947 7.41117
H33 0.34230 -4.16661 9.55629
H34 -0.98557 -3.13450 9.38508
H35 0.05386 -1.32481 8.96314
H36 1.96551 -3.53868 7.61248
C13 3.45829 4.95669 4.27696
C14 4.20877 6.18329 3.64430
O13 5.63307 5.90046 3.57699
O14 3.77378 3.74797 3.51930
H37 2.37912 5.10982 4.27057
H38 3.68845 4.78162 5.32790
H39 3.95719 7.17268 4.02631
H40 3.72171 6.35202 2.68388
H41 5.82995 5.71084 2.65672
H42 4.66779 4.02665 3.30796
C15 -5.99582 4.69547 -7.63818
C16 -6.95543 3.80741 -8.45656
O15 -6.45130 3.69896 -9.77082
O16 -4.76274 4.05290 -7.38372
H43 -6.40220 5.05395 -6.69244
H44 -5.71283 5.58831 -8.19572
H45 -7.91353 4.32551 -8.49787
H46 -7.20215 2.88023 -7.93930
H47 -6.31986 4.57081 -10.15057
H48 -4.31430 4.53027 -6.68186
C17 -1.57416 -1.39302 -0.53653
C18 -0.03783 -1.09272 -0.51941
O17 0.16206 -0.02389 -1.46848
O18 -1.87994 -2.31395 -1.57325
H49 -2.11825 -0.46220 -0.37649
H50 -1.76537 -1.92841 0.39348
H51 0.68754 -1.87650 -0.73764
H52 0.18069 -0.79838 0.50709
H53 -0.62308 0.52830 -1.45272
H54 -1.47865 -1.99194 -2.38372
C19 2.45188 -7.91195 1.20788
C20 1.69492 -9.14084 1.72502
O19 0.51367 -9.12707 1.04663
O20 2.59010 -7.82446 -0.18383
H55 3.46852 -7.93961 1.60002
H56 2.08136 -7.02522 1.72221
H57 1.56776 -9.06968 2.80523
H58 2.16817 -10.07804 1.43209
H59 0.75288 -8.92889 0.13828
H60 3.25200 -7.14289 -0.32153
C21 8.22851 -4.34873 -3.19088
C22 9.72677 -4.38679 -2.80122
O21 10.58192 -4.60096 -3.94902
O22 7.43048 -4.08364 -2.05203
H61 8.02444 -5.36811 -3.51848
H62 7.95784 -3.61055 -3.94580
H63 9.87031 -5.09578 -1.98585
H64 10.05923 -3.41105 -2.44697
H65 11.49824 -4.69778 -3.67961
H66 7.69266 -3.28648 -1.58576
C23 7.76598 3.50537 -5.61174
C24 6.57891 3.91406 -4.73671
O23 6.47798 3.19706 -3.57269
O24 7.72345 4.21277 -6.81081
H67 7.72392 2.43118 -5.79180
H68 8.69739 3.72623 -5.09042
H69 5.61212 3.60749 -5.13598
H70 6.76903 4.94531 -4.43929
H71 5.67054 2.70232 -3.73040
H72 8.37522 3.80278 -7.38412

Summary:
Total charge = 0
Kohn-Sham gap = 10.044 eV
2S+1 = 1
SMILES = OCCO.OCCO.OCCO.OCCO.OCCO.OCCO.OCCO.OCCO.OCCO.OCCO.OCCO.OCCO
HOMO = -0.3634 hartree
LUMO energy = 0.006 hartree

Löwdin atomic charge list, values in e, 99 entries: atom 1 (C): -0.20, atom 2 (C): -0.25, atom 3 (O): -0.08, atom 4 (O): -0.08, atom 5 (H): 0.11, atom 6 (H): 0.11, atom 7 (H): 0.11, atom 8 (H): 0.12, atom 9 (H): 0.08, atom 10 (H): 0.08, atom 11 (C): -0.23, atom 12 (C): -0.27, atom 13 (O): -0.04, atom 14 (O): -0.08, atom 15 (H): 0.11, atom 16 (H): 0.11, atom 17 (H): 0.12, atom 18 (H): 0.12, atom 19 (H): 0.09, atom 20 (H): 0.07, atom 21 (C): -0.26, atom 22 (C): -0.25, atom 23 (O): -0.06, atom 24 (O): -0.07, atom 25 (H): 0.11, atom 26 (H): 0.12, atom 27 (H): 0.12, atom 28 (H): 0.12, atom 29 (H): 0.06, atom 30 (H): 0.09, atom 31 (C): -0.25, atom 32 (C): -0.27, atom 33 (O): -0.07, atom 34 (O): -0.07, atom 35 (H): 0.12, atom 36 (H): 0.12, atom 37 (H): 0.11, atom 38 (H): 0.12, atom 39 (H): 0.08, atom 40 (H): 0.09, atom 41 (C): -0.25, atom 42 (C): -0.27, atom 43 (O): -0.04, atom 44 (O): -0.07, atom 45 (H): 0.11, atom 46 (H): 0.10, atom 47 (H): 0.12, atom 48 (H): 0.12, atom 49 (H): 0.09, atom 50 (H): 0.09, atom 51 (C): -0.29, atom 52 (C): -0.21, atom 53 (O): -0.07, atom 54 (O): -0.05, atom 55 (H): 0.11, atom 56 (H): 0.12, atom 57 (H): 0.12, atom 58 (H): 0.11, atom 59 (H): 0.08, atom 60 (H): 0.09, atom 61 (C): -0.21, atom 62 (C): -0.21, atom 63 (O): -0.07, atom 64 (O): -0.08, atom 65 (H): 0.11, atom 66 (H): 0.11, atom 67 (H): 0.11, atom 68 (H): 0.11, atom 69 (H): 0.08, atom 70 (H): 0.05, atom 71 (C): -0.26, atom 72 (C): -0.23, atom 73 (O): -0.06, atom 74 (O): -0.07, atom 75 (H): 0.11, atom 76 (H): 0.11, atom 77 (H): 0.11, atom 78 (H): 0.12, atom 79 (H): 0.08, atom 80 (H): 0.08, atom 81 (C): -0.24, atom 82 (C): -0.21, atom 83 (O): -0.09, atom 84 (O): -0.06, atom 85 (H): 0.11, atom 86 (H): 0.11, atom 87 (H): 0.12, atom 88 (H): 0.10, atom 89 (H): 0.07, atom 90 (H): 0.08, atom 91 (C): -0.27, atom 92 (C): -0.27, atom 93 (O): -0.05, atom 94 (O): -0.05, atom 95 (H): 0.11, atom 96 (H): 0.12, atom 97 (H): 0.13, atom 98 (H): 0.12, atom 99 (H): 0.08

***

two:
ORCA calculation (the ωB97M-V functional and the def2-TZVPD basis) on a 12-piece molecular cluster, C24H72O24 overall.

Cartesian coordinates (Å):
C1 0.27326 9.50393 -0.63618
C2 0.30885 7.98031 -0.43430
O1 0.27228 7.24340 -1.67777
O2 -1.05985 9.95865 -0.68644
H1 0.76052 9.78348 -1.57028
H2 0.76923 10.08183 0.14365
H3 -0.64065 7.70681 0.02587
H4 1.19503 7.62902 0.09426
H5 0.82938 7.65074 -2.34510
H6 -0.98986 10.90860 -0.80596
C3 7.14514 -3.89198 1.35556
C4 8.23402 -4.92448 1.73086
O3 8.04014 -5.51889 2.87510
O4 5.85879 -4.55061 1.19408
H7 7.31462 -3.19215 0.53727
H8 7.10296 -3.15914 2.16132
H9 9.13943 -4.31760 1.72455
H10 8.29380 -5.63917 0.91005
H11 7.23226 -6.03738 2.86513
H12 5.57527 -4.97366 2.00786
C5 6.06672 -10.65984 -3.15643
C6 5.19379 -9.50983 -2.47382
O5 5.65517 -8.20788 -2.75919
O6 7.24956 -10.93665 -2.43129
H13 6.26672 -10.35377 -4.18328
H14 5.38710 -11.50799 -3.23914
H15 5.23547 -9.67178 -1.39673
H16 4.11169 -9.48012 -2.60141
H17 5.27171 -7.65000 -2.07851
H18 7.65190 -11.70854 -2.83615
C7 2.85564 -1.08915 8.30872
C8 2.91149 -1.52097 6.79216
O7 3.52624 -2.73836 6.60920
O8 4.20156 -0.73484 8.75987
H19 2.61749 -1.92902 8.96142
H20 2.04519 -0.36738 8.41032
H21 3.41762 -0.76770 6.18842
H22 1.92114 -1.53106 6.33696
H23 4.12320 -2.91468 7.34005
H24 4.25755 -0.41422 9.66301
C9 5.08829 -1.77872 -6.56554
C10 4.81601 -2.04413 -5.03401
O9 4.34555 -0.79849 -4.48334
O10 3.86237 -1.69911 -7.26868
H25 5.72281 -2.57286 -6.95903
H26 5.67510 -0.86082 -6.60064
H27 5.68676 -2.39824 -4.48221
H28 4.06008 -2.79454 -4.80258
H29 3.69744 -1.02030 -3.81076
H30 3.50182 -0.89445 -6.88904
C11 -6.57854 6.94160 2.55890
C12 -8.00017 6.38001 2.38326
O11 -8.12849 5.60040 1.13689
O12 -5.58964 5.83847 2.43530
H31 -6.42826 7.57014 3.43665
H32 -6.33976 7.43078 1.61456
H33 -8.69969 7.21460 2.43068
H34 -8.20774 5.73031 3.23350
H35 -8.89996 5.04694 1.27870
H36 -5.42647 5.69568 1.50011
C13 -4.45069 4.86217 -3.23781
C14 -4.80837 6.29180 -3.62429
O13 -3.70900 7.07679 -3.94227
O14 -3.55971 4.97601 -2.12068
H37 -3.93514 4.32859 -4.03631
H38 -5.32257 4.27230 -2.95501
H39 -5.34851 6.81392 -2.83452
H40 -5.53923 6.20426 -4.42821
H41 -3.50928 7.54023 -3.12561
H42 -2.69084 5.24050 -2.43167
C15 0.55848 4.29950 7.26629
C16 1.64319 5.34280 7.61745
O15 2.29906 5.49987 6.36630
O16 -0.56391 4.93173 6.78208
H43 0.30154 3.85007 8.22550
H44 0.85397 3.57244 6.50987
H45 2.35588 4.89149 8.30775
H46 1.14177 6.24989 7.95487
H47 2.64268 6.38837 6.24758
H48 -1.19273 4.35166 6.34653
C17 -1.56550 -6.10630 -1.23711
C18 -2.56800 -6.70641 -0.25648
O17 -3.84400 -6.70214 -0.89458
O18 -1.63980 -7.01845 -2.39496
H49 -0.55106 -5.91689 -0.88619
H50 -1.96283 -5.11837 -1.47001
H51 -2.62425 -6.03581 0.60097
H52 -2.26595 -7.68077 0.12758
H53 -4.43710 -7.34408 -0.49742
H54 -2.55215 -7.24996 -2.58372
C19 -6.37180 -1.20766 0.36846
C20 -7.64657 -0.52492 0.87882
O19 -8.25837 -1.18300 1.99528
O20 -5.29151 -0.86731 1.21235
H55 -6.12402 -0.91860 -0.65288
H56 -6.48945 -2.28878 0.29473
H57 -8.39205 -0.36102 0.10068
H58 -7.39351 0.51424 1.08905
H59 -9.14442 -0.85650 2.16826
H60 -4.60814 -0.48221 0.65890
C21 0.51500 0.88343 0.40589
C22 1.27604 -0.39690 0.89635
O21 1.69485 -1.19776 -0.17885
O22 -0.70248 0.63634 -0.29503
H61 1.18599 1.56810 -0.11287
H62 0.31069 1.45425 1.31171
H63 0.60658 -0.97456 1.53371
H64 2.20863 -0.06929 1.35574
H65 2.32782 -1.85699 0.11501
H66 -1.10439 1.48242 -0.50534
C23 -2.29390 -1.41688 -6.00834
C24 -2.27357 -1.14439 -7.56800
O23 -2.87208 0.05230 -7.97855
O24 -1.28031 -0.62201 -5.49365
H67 -2.08104 -2.47772 -5.87633
H68 -3.21330 -1.09452 -5.51960
H69 -2.66812 -2.02600 -8.07317
H70 -1.22078 -1.19910 -7.84504
H71 -2.32819 0.84177 -7.92848
H72 -1.30282 -0.50664 -4.54086

Summary:
Total charge = 0
Kohn-Sham gap = 9.921 eV
2S+1 = 1
SMILES = OCCO.OCCO.OCCO.OCCO.OCCO.OCCO.OCCO.OCCO.OCCO.OCCO.OCCO.OCCO
HOMO = -0.3605 hartree
LUMO energy = 0.004 hartree

Löwdin atomic charge list, values in e, 99 entries: atom 1 (C): -0.25, atom 2 (C): -0.20, atom 3 (O): -0.09, atom 4 (O): -0.07, atom 5 (H): 0.11, atom 6 (H): 0.11, atom 7 (H): 0.12, atom 8 (H): 0.11, atom 9 (H): 0.07, atom 10 (H): 0.08, atom 11 (C): -0.20, atom 12 (C): -0.35, atom 13 (O): 0.00, atom 14 (O): -0.08, atom 15 (H): 0.12, atom 16 (H): 0.11, atom 17 (H): 0.12, atom 18 (H): 0.12, atom 19 (H): 0.10, atom 20 (H): 0.07, atom 21 (C): -0.23, atom 22 (C): -0.24, atom 23 (O): -0.07, atom 24 (O): -0.06, atom 25 (H): 0.11, atom 26 (H): 0.11, atom 27 (H): 0.11, atom 28 (H): 0.11, atom 29 (H): 0.08, atom 30 (H): 0.08, atom 31 (C): -0.19, atom 32 (C): -0.27, atom 33 (O): -0.06, atom 34 (O): -0.09, atom 35 (H): 0.11, atom 36 (H): 0.11, atom 37 (H): 0.11, atom 38 (H): 0.11, atom 39 (H): 0.09, atom 40 (H): 0.08, atom 41 (C): -0.24, atom 42 (C): -0.22, atom 43 (O): -0.09, atom 44 (O): -0.06, atom 45 (H): 0.11, atom 46 (H): 0.11, atom 47 (H): 0.10, atom 48 (H): 0.11, atom 49 (H): 0.08, atom 50 (H): 0.08, atom 51 (C): -0.19, atom 52 (C): -0.22, atom 53 (O): -0.08, atom 54 (O): -0.10, atom 55 (H): 0.12, atom 56 (H): 0.11, atom 57 (H): 0.11, atom 58 (H): 0.11, atom 59 (H): 0.07, atom 60 (H): 0.07, atom 61 (C): -0.22, atom 62 (C): -0.29, atom 63 (O): -0.04, atom 64 (O): -0.09, atom 65 (H): 0.12, atom 66 (H): 0.12, atom 67 (H): 0.12, atom 68 (H): 0.11, atom 69 (H): 0.09, atom 70 (H): 0.08, atom 71 (C): -0.28, atom 72 (C): -0.21, atom 73 (O): -0.08, atom 74 (O): -0.06, atom 75 (H): 0.11, atom 76 (H): 0.12, atom 77 (H): 0.11, atom 78 (H): 0.12, atom 79 (H): 0.08, atom 80 (H): 0.09, atom 81 (C): -0.19, atom 82 (C): -0.26, atom 83 (O): -0.07, atom 84 (O): -0.09, atom 85 (H): 0.12, atom 86 (H): 0.11, atom 87 (H): 0.11, atom 88 (H): 0.12, atom 89 (H): 0.09, atom 90 (H): 0.06, atom 91 (C): -0.24, atom 92 (C): -0.24, atom 93 (O): -0.06, atom 94 (O): -0.06, atom 95 (H): 0.12, atom 96 (H): 0.12, atom 97 (H): 0.11, atom 98 (H): 0.11, atom 99 (H): 0.08

***

What is the stability order? It is two, one, from most stable to least stable.

***

one:
ORCA calculation (the ωB97M-V functional and the def2-TZVPD basis) on a 2-piece molecular cluster, C7H7Cl2NO overall.

Cartesian coordinates (Å):
C1 0.72169 -1.40844 -0.81706
C2 -0.58898 -1.15963 -1.25696
C3 1.14570 -1.20185 0.44442
C4 -1.44133 -0.67891 -0.35441
C5 0.34293 -0.43259 1.41711
C6 -1.04588 -0.15670 0.91080
C7 0.92405 2.36824 -0.61583
N1 -1.70073 0.75385 1.53405
O1 1.35973 3.12661 0.15900
Cl1 -0.63256 2.24672 -1.30480
Cl2 2.10071 1.27683 -1.35091
H1 1.44252 -1.95393 -1.56951
H2 -0.98693 -1.18414 -2.29387
H3 2.14855 -1.60911 0.87798
H4 -2.39671 -0.49803 -0.84857
H5 0.79478 0.47320 1.71241
H6 -2.50248 1.01619 0.98102
H7 0.31493 -0.97830 2.37513

Summary:
Total charge = 0
Kohn-Sham gap = 8.413 eV
2S+1 = 1
SMILES = [H]/N=C1\C=CC=CC1.O=C(Cl)Cl
HOMO = -0.3121 hartree
LUMO energy = -0.003 hartree

Formally, the natural (NBO) partial charges of the atoms, in units of the elementary charge, are as follows: atom 1 (C): -0.26, atom 2 (C): -0.18, atom 3 (C): -0.12, atom 4 (C): -0.26, atom 5 (C): -0.53, atom 6 (C): 0.25, atom 7 (C): 0.44, atom 8 (N): -0.61, atom 9 (O): -0.46, atom 10 (Cl): 0.06, atom 11 (Cl): -0.03, atom 12 (H): 0.22, atom 13 (H): 0.23, atom 14 (H): 0.22, atom 15 (H): 0.21, atom 16 (H): 0.26, atom 17 (H): 0.32, atom 18 (H): 0.25

***

two:
ORCA calculation (the ωB97M-V functional and the def2-TZVPD basis) on C7H7Cl2NO as an isolated structure.

Cartesian coordinates (Å):
C1 1.47123 0.69247 2.18959
C2 0.63912 -0.36239 2.52240
C3 1.51858 1.16451 0.89719
C4 -0.41597 -0.67764 1.68235
C5 0.70562 0.58828 -0.06248
C6 -0.29791 -0.23136 0.35145
C7 -1.83273 -0.67929 -1.71023
N1 -1.21128 -0.88281 -0.54662
O1 -0.05899 0.67752 -4.05630
Cl1 -1.68518 0.70119 -2.59262
Cl2 -2.47810 -2.11135 -2.43607
H1 2.20410 1.00299 2.98325
H2 0.71411 -0.82698 3.48879
H3 2.26025 1.82311 0.48066
H4 -1.05629 -1.43568 2.08722
H5 0.71638 0.78624 -1.10406
H6 -1.32316 -1.78387 -0.07538
H7 0.13023 1.55504 -4.09915

Summary:
Total charge = 0
Kohn-Sham gap (spin up / spin down) = 6.694 / 6.693 eV
2S+1 = 1
HOMO (spin up / spin down) = -0.2682 / -0.2682 hartree
LUMO energy (spin up / spin down) = -0.022 / -0.022 hartree

Formally, the natural (NBO) partial charges of the atoms, in units of the elementary charge, are as follows: atom 1 (C): -0.22, atom 2 (C): -0.18, atom 3 (C): -0.18, atom 4 (C): -0.26, atom 5 (C): -0.24, atom 6 (C): 0.15, atom 7 (C): 0.10, atom 8 (N): -0.58, atom 9 (O): -1.08, atom 10 (Cl): 0.43, atom 11 (Cl): 0.08, atom 12 (H): 0.22, atom 13 (H): 0.22, atom 14 (H): 0.23, atom 15 (H): 0.22, atom 16 (H): 0.25, atom 17 (H): 0.42, atom 18 (H): 0.41

***

What is the stability order? It is one, two, from most stable to least stable.